Entry 1:
8
Properties=species:S:1:pos:R:3:forces:R:3:lowdin_charge:R:1 method="wB97M-V/def2-TZVPD" homo_ev=-10.41 de_lowest_ev=3.039
C 0.1609 0.9397 -0.9620 0.621 1.907 0.454 -0.056
C -2.6524 -0.3168 0.3856 0.511 0.612 1.416 -0.505
F -2.8768 0.4429 1.4677 0.101 -0.681 -1.071 -0.102
Cl -4.1122 -0.4306 -0.4513 -0.675 0.031 -0.307 0.640
H -0.1086 -0.0524 -0.7508 -0.393 -1.179 0.183 -0.022
H -0.6234 1.5240 -1.4105 -0.690 -0.011 -0.012 0.011
H 0.4957 1.4729 -0.0594 -0.249 -0.333 -0.109 0.031
H 0.9677 1.0216 -1.6535 0.774 -0.346 -0.555 0.003

---

Entry 2:
52
Properties=species:S:1:pos:R:3:forces:R:3:lowdin_charge:R:1 method="wB97M-V/def2-TZVPD" spin_multiplicity=3 homo_ev="-12.74 / -12.65" de_lowest_ev=0.000 total_charge=+2
C 2.9309 1.7490 1.1447 0.104 0.094 -0.014 -0.008
C 1.6502 2.2787 1.2658 -0.376 -0.268 0.089 -0.005
C 0.5227 1.5494 0.8684 0.619 -0.171 0.097 -0.236
C 0.7441 0.3284 0.1956 -0.859 -0.462 -0.859 -0.220
C 2.0489 -0.1086 -0.0982 0.347 0.333 0.622 -0.337
C 3.1369 0.5578 0.4567 0.121 -0.376 -0.514 -0.016
C -0.8276 2.0305 1.2775 -0.495 1.026 0.108 -0.134
C -1.2544 3.4164 0.6449 -0.384 -0.057 -0.251 -0.173
N -1.2552 3.5330 -0.7810 -0.383 -0.657 -0.186 -0.295
W -0.4711 -1.4051 -0.0804 1.416 5.313 2.144 1.215
C 2.2791 -1.3504 -0.9230 0.101 -0.781 -0.194 -0.267
P 0.7929 -1.8824 -1.9577 2.903 0.307 -2.307 0.772
H 1.4807 3.2418 1.7400 0.217 -0.138 0.077 0.133
H 4.1354 0.1345 0.2954 -0.285 0.376 0.179 0.137
H 3.7797 2.2599 1.5935 -0.166 0.013 -0.187 0.130
H 2.6836 -2.2048 -0.3453 -0.264 0.355 -0.194 0.113
H 3.0124 -1.1491 -1.7196 -0.028 -0.046 0.193 0.118
H -1.6075 1.2746 1.1128 0.078 0.047 -0.195 0.080
H -0.8246 2.2464 2.3588 -0.007 -0.287 -0.217 0.131
H -2.2946 3.6270 0.9797 0.625 -0.085 0.299 0.133
C 1.2646 -3.4866 -2.6633 -0.369 -0.537 0.328 -0.211
C 0.9763 -0.7946 -3.4173 -0.668 0.513 -0.175 -0.199
H -0.5779 4.1973 1.0252 -0.361 -0.242 0.101 0.126
C -0.2257 4.2695 -1.4571 0.475 0.349 0.146 -0.076
C -2.1363 2.6960 -1.5505 0.311 0.603 0.260 -0.086
H -0.1759 -3.1280 -0.0522 1.916 -1.665 0.103 0.063
H -0.3580 5.3601 -1.3232 0.063 -0.338 -0.203 0.098
H 0.7648 4.0168 -1.0442 -0.048 0.051 -0.361 0.075
H -0.2509 4.0318 -2.5318 0.150 0.193 0.423 0.090
H -2.2059 3.1141 -2.5607 -0.277 -0.213 0.218 0.094
H -1.7754 1.6615 -1.6482 0.102 -0.466 -0.040 0.049
H -3.1211 2.6622 -1.0776 -0.100 0.002 -0.171 0.090
H 1.7093 -1.2041 -4.1320 -0.285 -0.060 0.470 0.076
H 0.0090 -0.7052 -3.9239 0.182 0.007 -0.055 0.063
H 1.2947 0.2152 -3.1321 -0.153 -0.220 0.152 0.068
H 2.0301 -3.3503 -3.4441 -0.297 0.077 0.405 0.077
H 1.6492 -4.1589 -1.8868 -0.099 0.077 -0.173 0.065
H 0.3756 -3.9468 -3.1138 0.238 0.025 0.006 0.071
H -0.9134 -3.1047 -0.0935 -2.079 -1.906 -0.488 0.076
C -1.6774 -2.4595 3.6122 -0.395 0.233 -0.120 -0.027
C -1.3499 -2.5467 2.0924 0.854 -0.548 1.092 -0.487
C -2.3958 -1.7827 1.2531 -0.821 -0.180 0.426 -0.099
C 0.0698 -2.0095 1.8453 0.247 -0.699 -0.252 -0.201
H -1.7985 -1.4173 3.9366 0.062 -0.217 -0.073 0.099
H -0.8724 -2.9149 4.2032 -0.175 0.099 -0.316 0.105
H -2.6047 -3.0028 3.8276 0.145 0.151 -0.036 0.101
H -1.3675 -3.6169 1.8478 -0.124 0.292 -0.170 0.135
H -2.6731 -0.8422 1.7519 0.183 0.048 -0.555 0.115
H -2.2205 -1.5451 0.0824 -1.921 -0.208 0.570 0.041
H -3.3000 -2.3981 1.1733 0.144 0.230 -0.262 0.135
H 0.3452 -1.1643 2.4843 -0.041 0.038 -0.305 0.103
H 0.8491 -2.7724 1.8882 -0.145 -0.028 0.366 0.101

---

Entry 3:
93
Properties=species:S:1:pos:R:3:forces:R:3:lowdin_charge:R:1 method="wB97M-V/def2-TZVPD" homo_ev="-12.19 / -12.19" de_lowest_ev=0.000 total_charge=+2
Os 0.3232 -0.6821 0.6651 0.115 0.317 0.102 1.371
C 1.1331 3.2183 4.5876 -0.004 -0.007 0.003 -0.065
C 1.1874 1.9255 5.0914 0.006 0.011 0.007 -0.054
C 1.3556 0.8480 4.2345 0.006 -0.007 -0.035 -0.037
C 1.4399 1.0749 2.8690 -0.034 -0.015 0.066 -0.264
C 1.4218 2.3609 2.3583 -0.006 0.008 -0.022 -0.055
C 1.2667 3.4348 3.2237 -0.004 0.002 0.006 -0.065
N 1.6182 -0.0490 1.9751 0.067 -0.014 -0.044 -0.192
N 2.8333 -0.4908 2.0316 -0.019 0.046 0.016 0.112
C 3.0418 -1.4849 1.1205 0.019 -0.031 -0.016 -0.325
C 4.2778 -2.1383 1.0477 -0.009 0.033 0.016 0.018
C 4.4555 -3.1074 0.0947 0.008 -0.014 -0.017 -0.034
C 3.3994 -3.4079 -0.7753 0.007 -0.020 0.006 -0.036
C 2.2166 -2.7252 -0.6571 -0.018 0.006 0.041 -0.145
N 2.0260 -1.7667 0.2756 0.006 -0.039 -0.053 -0.062
H 1.0183 4.0561 5.2620 0.002 0.000 -0.002 0.113
H 1.1244 1.7569 6.1580 -0.002 -0.004 -0.001 0.115
H 1.4540 -0.1584 4.6184 -0.008 -0.003 0.012 0.112
H 1.5617 2.5146 1.2963 0.001 -0.006 -0.019 0.088
H 1.2731 4.4441 2.8327 0.001 0.000 0.001 0.111
H 5.0538 -1.8499 1.7420 -0.004 -0.004 0.003 0.126
H 5.4007 -3.6263 0.0093 -0.003 0.001 0.000 0.121
H 3.5051 -4.1542 -1.5497 -0.001 0.000 0.002 0.119
H 1.3836 -2.9128 -1.3155 0.010 -0.006 0.012 0.079
N -0.6446 -3.9213 3.3160 -0.010 -0.021 0.023 0.141
C -0.8616 -2.8774 4.1804 0.001 -0.037 -0.007 -0.030
C -0.6332 -1.7545 3.4590 -0.015 0.047 -0.034 -0.119
N -0.2757 -2.0981 2.1671 0.005 -0.037 0.034 -0.056
C -0.3015 -3.4222 2.1113 -0.032 0.042 -0.052 -0.236
C -0.0991 -4.2591 0.9359 0.040 0.062 -0.010 -0.314
N -0.6793 -4.0606 -0.2214 -0.069 -0.050 0.024 0.126
C -0.2839 -5.1109 -1.0093 0.049 0.047 -0.023 -0.126
C 0.5535 -5.9373 -0.3161 -0.035 -0.033 0.012 -0.060
N 0.6549 -5.3918 0.9355 0.021 0.017 0.006 0.124
H -0.8239 -4.8943 3.5067 0.015 -0.001 0.008 0.176
H -1.1514 -3.0255 5.2051 0.004 0.004 0.001 0.131
H -0.6943 -0.7269 3.7691 0.004 0.000 0.002 0.102
H -0.6286 -5.2200 -2.0234 0.009 0.005 0.001 0.104
H 1.0559 -6.8491 -0.5876 -0.001 0.003 0.000 0.124
H 1.2574 -5.7169 1.6739 -0.003 -0.011 0.001 0.167
C -3.7464 0.2651 1.9903 0.002 0.002 -0.008 -0.010
C -2.5916 -0.3143 1.5041 -0.006 -0.005 0.003 -0.133
N -1.4804 0.3927 1.2361 0.087 -0.020 -0.004 -0.072
C -1.5452 1.7217 1.3689 -0.009 0.011 0.007 -0.078
C -2.6698 2.3876 1.8409 0.014 0.011 -0.033 -0.193
C -3.7797 1.6334 2.1954 -0.008 -0.008 -0.005 0.020
C -2.6741 3.8642 1.9639 0.005 -0.004 0.036 0.006
C -2.5078 4.7333 0.9652 -0.001 -0.018 0.012 -0.004
C -2.3470 4.3234 -0.4311 0.012 0.018 -0.024 -0.214
C -1.5264 5.0322 -1.3191 0.002 -0.019 0.001 0.063
C -1.1988 4.4161 -2.4952 -0.002 0.008 0.007 0.025
N -1.7211 3.2118 -2.8004 0.015 -0.013 0.008 0.051
C -2.6651 2.7024 -1.9962 -0.005 -0.012 -0.020 -0.041
N -2.9834 3.2189 -0.8399 -0.024 -0.001 0.039 0.197
H -4.6043 -0.3556 2.2055 0.000 -0.001 -0.001 0.123
H -2.5375 -1.3800 1.3319 0.007 -0.002 0.006 0.106
H -0.6584 2.2716 1.0925 0.002 -0.003 0.018 0.103
H -4.6689 2.1128 2.5846 0.001 0.000 0.003 0.135
H -2.8048 4.2590 2.9664 0.004 0.009 -0.006 0.133
H -2.4419 5.7928 1.1796 -0.006 0.003 -0.006 0.126
H -1.0919 5.9866 -1.0597 0.002 -0.002 0.002 0.137
H -0.4859 4.8275 -3.1959 0.000 -0.005 0.004 0.154
H -3.1505 1.7952 -2.3244 0.004 0.002 -0.001 0.145
C -0.7521 -2.4121 -3.3263 0.015 -0.004 0.001 -0.047
C -1.8047 -1.3256 -3.1291 0.014 0.007 0.007 -0.357
C -2.6719 -1.5982 -1.8974 -0.003 -0.002 0.001 -0.058
C -1.1804 0.0503 -3.1218 -0.040 -0.009 -0.010 -0.139
C -1.6553 0.9969 -3.9372 0.007 -0.016 0.006 -0.013
C -1.0836 2.3805 -3.9302 -0.015 0.036 0.001 -0.177
C 0.3915 2.3553 -3.6539 0.026 0.004 -0.018 0.000
C 0.8941 1.4607 -2.8044 0.010 0.021 -0.026 -0.127
C 2.3822 1.4240 -2.5288 -0.016 -0.008 0.031 -0.359
C 2.9705 0.0437 -2.8167 0.001 -0.004 -0.004 -0.038
C 2.7487 1.8993 -1.1215 -0.013 -0.030 -0.009 -0.057
C -0.0361 0.4295 -2.2299 0.378 0.355 0.103 -0.256
N 0.1176 -0.0291 -1.0572 -0.598 -0.649 -0.141 -0.071
H -1.2383 -3.3718 -3.5037 0.000 0.000 0.005 0.083
H -0.1369 -2.5035 -2.4330 -0.027 0.006 -0.011 0.031
H -0.1081 -2.1960 -4.1800 -0.006 -0.003 -0.006 0.094
H -2.4661 -1.3368 -4.0000 0.008 -0.001 -0.007 0.137
H -2.0603 -1.7004 -1.0032 0.019 -0.003 -0.002 0.021
H -3.2137 -2.5356 -2.0312 -0.007 0.006 -0.004 0.091
H -3.4076 -0.8046 -1.7435 0.005 0.003 0.007 0.077
H -2.4840 0.7884 -4.6038 0.006 0.002 -0.008 0.133
H -1.3188 2.9180 -4.8471 -0.007 -0.006 -0.003 0.158
H 1.0285 3.0758 -4.1540 -0.002 -0.003 -0.005 0.127
H 2.8249 2.1296 -3.2375 0.007 0.005 0.007 0.135
H 2.5614 -0.7031 -2.1367 0.010 0.033 -0.017 0.045
H 4.0528 0.0649 -2.6841 0.005 -0.003 -0.003 0.092
H 2.7622 -0.2728 -3.8398 -0.003 -0.002 0.000 0.093
H 2.4100 1.1876 -0.3689 0.008 0.017 -0.007 0.029
H 2.3072 2.8756 -0.9074 -0.004 0.006 0.003 0.078
H 3.8313 1.9966 -1.0332 0.002 0.000 -0.006 0.093

---

Entry 4:
59
Properties=species:S:1:pos:R:3:forces:R:3:lowdin_charge:R:1 method="wB97M-V/def2-TZVPD" spin_multiplicity=3 homo_ev="-11.02 / -10.99" total_charge=+1
Au -0.4479 0.8826 -1.6821 -0.359 -0.025 0.683 1.152
O -2.8485 -2.1015 -2.4566 0.089 0.165 -0.085 0.041
C -3.3004 -2.1072 -1.1654 -0.188 -0.026 0.292 -0.283
C -3.5743 -3.3170 -0.5312 0.050 0.006 -0.142 -0.021
C -4.0236 -3.3498 0.7754 0.000 0.021 0.029 -0.070
C -4.1912 -2.1637 1.4716 -0.040 -0.046 0.092 -0.076
C -3.9261 -0.9591 0.8436 0.076 -0.094 0.068 -0.037
C -3.4785 -0.9005 -0.4725 0.333 0.097 -0.334 -0.101
C -3.3295 0.4732 -1.1702 -0.791 -0.191 0.690 -0.417
O -2.4603 0.5484 -2.1804 0.765 0.055 -0.632 -0.190
N -3.0982 1.5299 -0.1694 -0.304 -0.009 0.154 0.009
N -1.9115 2.1272 -0.2030 0.393 -0.179 -0.352 -0.035
C -1.6851 3.2739 0.2980 -0.227 0.105 0.163 -0.225
C -0.3285 3.8127 0.3402 0.297 0.261 -0.314 -0.665
Br -0.1795 5.3919 -0.7340 0.034 -0.128 0.096 0.756
C 0.7494 3.3458 0.9672 -0.143 -0.038 -0.065 -0.103
C 0.8261 2.1954 1.8764 -0.004 -0.185 0.188 -0.214
C 2.0828 1.6331 2.1139 -0.099 0.108 -0.064 -0.046
C 2.2356 0.5638 2.9798 -0.001 -0.037 -0.006 -0.069
C 1.1316 0.0462 3.6411 0.059 -0.049 0.020 -0.076
C -0.1215 0.6057 3.4316 -0.020 -0.012 -0.016 -0.071
C -0.2747 1.6702 2.5601 0.049 0.039 -0.046 -0.035
H -3.0043 -2.9651 -2.8538 -0.041 -0.063 0.027 0.118
H -3.4447 -4.2386 -1.0896 0.011 -0.009 0.029 0.120
H -4.2448 -4.2987 1.2448 0.017 -0.004 0.000 0.113
H -4.5344 -2.1761 2.4969 -0.014 0.009 -0.009 0.108
H -4.0697 -0.0428 1.4000 0.027 0.008 -0.053 0.107
H -4.3364 0.6823 -1.5924 0.199 0.006 -0.071 0.183
H -3.8883 2.0401 0.2035 0.045 0.163 -0.112 0.153
H -2.4953 3.9083 0.6650 -0.044 -0.123 0.030 0.136
H 1.6899 3.8596 0.8028 -0.033 0.062 -0.024 0.107
H 2.9460 2.0494 1.6096 -0.015 0.016 0.065 0.100
H 3.2199 0.1464 3.1480 -0.007 -0.011 0.030 0.109
H 1.2512 -0.7717 4.3393 -0.008 -0.020 -0.024 0.108
H -0.9811 0.2188 3.9632 -0.002 0.015 0.009 0.107
H -1.2510 2.1168 2.4336 -0.002 -0.034 0.056 0.102
N -0.0957 -1.3364 -1.1656 -0.110 0.260 -0.081 0.058
C 1.2216 -1.9125 -1.0111 0.093 -0.020 0.029 -0.218
C 1.2659 -3.2942 -0.8562 -0.082 -0.016 0.011 -0.022
C 2.4625 -3.9707 -0.7284 0.020 0.039 0.002 -0.055
C 3.6414 -3.2443 -0.7604 0.050 -0.035 0.015 -0.055
C 3.6008 -1.8724 -0.9022 -0.025 0.081 0.012 -0.019
C 2.3996 -1.1527 -1.0114 -0.086 -0.124 -0.039 -0.101
C 2.4943 0.3207 -1.1969 0.286 -0.101 0.038 -0.160
C 3.6442 0.9955 -0.7606 -0.186 -0.158 0.012 -0.048
C 3.9134 2.3018 -1.1336 0.050 0.041 -0.003 -0.044
C 3.0438 2.9990 -1.9641 -0.166 -0.018 -0.011 -0.061
C 1.8611 2.3887 -2.3414 0.049 0.352 -0.232 -0.109
C 1.5501 1.1196 -1.8521 0.029 -0.132 -0.124 -0.183
H -0.5857 -1.7534 -1.9531 -0.097 -0.072 -0.015 0.091
H -0.6712 -1.5067 -0.3439 0.009 0.024 0.038 0.109
H 0.3332 -3.8471 -0.8420 -0.011 0.039 -0.007 0.119
H 2.4726 -5.0468 -0.6226 0.001 0.008 0.006 0.115
H 4.5981 -3.7445 -0.6915 -0.013 0.001 0.004 0.116
H 4.5408 -1.3460 -0.9649 0.010 0.049 -0.032 0.111
H 4.3404 0.4811 -0.1138 0.049 -0.015 -0.027 0.117
H 4.8313 2.7696 -0.8001 0.011 -0.027 -0.022 0.122
H 3.2735 3.9947 -2.3183 -0.001 0.019 0.074 0.119
H 1.1612 2.9271 -2.9704 0.021 -0.048 -0.024 0.102

---

The records above give, respectively, max |F| values of 2.1 5.9 0.9 1.1 eV/A.
The records above give, respectively, total energy values of -638.5518 -1129.3059 -2241.3808 -4105.4473 hartree.